No. 1
ORCA calculation (wB97M-V/def2-TZVPD) on an isolated ion of composition C3H7N2O and charge +1 at a distorted geometry.

Results
Highest occupied orbital energy ... -15.4474 eV
Structure (SMILES) ... O/C=[NH+]\[C@H]1CN1
E_tot ... -8243.5101 eV
Charge ... +1
Frontier orbital gap ... 11.26 eV

Bonds (Å) are listed after each position.
Positions of all 13 atoms, in Å:
1 N 0.995 -0.043 -0.646  C2 1.383, C8 1.459, H13 1.073
2 C -0.083 -0.795 -1.077  N1 1.383, H3 1.161, C8 1.495, H9 1.050
3 H -0.818 -0.341 -1.853  C2 1.161
4 C -0.604 1.717 0.878  O5 1.277, H7 1.073, N11 1.374
5 O 0.173 2.309 0.056  C4 1.277, H12 1.111
6 H -1.374 0.157 1.749  N11 0.977
7 H -1.136 2.266 1.631  C4 1.073
8 C 0.095 -0.545 0.387  N1 1.459, C2 1.495, H10 1.095, N11 1.388
9 H 0.005 -1.823 -1.267  C2 1.050
10 H 0.301 -1.484 0.911  C8 1.095
11 N -0.662 0.364 1.113  C4 1.374, H6 0.977, C8 1.388
12 H 0.644 1.513 -0.560  O5 1.111
13 H 2.056 -0.200 -0.613  N1 1.073

natural (NBO) atomic charge list, values in e, 6 entries: atom 1 (N): -0.6282, atom 2 (C): -0.2234, atom 3 (H): 0.2372, atom 4 (C): 0.5652, atom 5 (O): -0.5630, atom 6 (H): 0.4432

=====

No. 2
ORCA calculation (wB97M-V/def2-TZVPD) on a 2-piece molecular cluster, C3H7N2O overall at a distorted geometry.

Results
Highest occupied orbital energy ... -14.4691 eV
E_tot ... -8245.0486 eV
Charge ... +1
Frontier orbital gap ... 10.76 eV

Bonds (Å) are listed after each position.
Positions of all 13 atoms, in Å:
1 H 2.529 0.870 -1.228  C2 1.080
2 C 1.744 0.211 -0.888  H1 1.080, N8 1.355, C9 1.385
3 H 2.655 -1.032 0.586  N8 1.017
4 H -2.929 0.927 -0.117  O7 0.980
5 H -0.236 0.715 -1.907  C9 1.076
6 H 0.658 -1.724 1.371  C12 1.080
7 O -2.662 0.797 0.817  H4 0.980, H10 0.954
8 N 1.840 -0.529 0.243  C2 1.355, H3 1.017, C12 1.364
9 C 0.393 0.456 -1.073  C2 1.385, H5 1.076, N13 1.386
10 H -3.228 0.095 1.128  O7 0.954
11 H -1.112 0.284 0.398  N13 1.074
12 C 0.606 -0.870 0.712  H6 1.080, N8 1.364, N13 1.328
13 N -0.259 -0.200 -0.041  C9 1.386, H11 1.074, C12 1.328

natural (NBO) atomic charge list, values in e, 6 entries: atom 1 (H): 0.2661, atom 2 (C): -0.0450, atom 3 (H): 0.4523, atom 4 (H): 0.4906, atom 5 (H): 0.2590, atom 6 (H): 0.2601

=====

No. 3
ORCA calculation (wB97M-V/def2-TZVPD) on a 2-piece molecular cluster, C3H7N2O overall at a distorted geometry.

Results
Highest occupied orbital energy ... -14.4710 eV
E_tot ... -8243.1704 eV
Charge ... +1
Frontier orbital gap ... 10.10 eV

Bonds (Å) are listed after each position.
Positions of all 13 atoms, in Å:
1 C -1.459 -1.569 1.166  O7 1.163, H12 1.156
2 C 1.302 0.431 -1.518  N5 1.522, H8 1.039, H9 1.029, H13 1.034
3 C -0.337 0.076 0.487  N4 1.274, N5 1.314
4 N -0.395 1.190 1.101  C3 1.274, H6 1.043, H10 1.055
5 N 0.315 -0.275 -0.600  C2 1.522, C3 1.314, H11 0.996
6 H -1.117 1.323 1.842  N4 1.043
7 O -0.937 -2.564 0.865  C1 1.163
8 H 1.292 1.393 -1.125  C2 1.039
9 H 2.236 -0.002 -1.523  C2 1.029
10 H 0.353 1.918 0.942  N4 1.055
11 H 0.238 -1.262 -0.712  N5 0.996
12 H -2.427 -1.074 1.559  C1 1.156
13 H 0.935 0.416 -2.484  C2 1.034

natural (NBO) atomic charge list, values in e, 6 entries: atom 1 (C): 0.5102, atom 2 (C): -0.3845, atom 3 (C): 0.4050, atom 4 (N): -0.7669, atom 5 (N): -0.5454, atom 6 (H): 0.4389

=====

No. 4
ORCA calculation (wB97M-V/def2-TZVPD) on an isolated ion of composition C3H7N2O and charge +1 at a distorted geometry.

Results
Highest occupied orbital energy ... -14.7301 eV
E_tot ... -8241.4588 eV
Charge ... +1
Frontier orbital gap ... 9.30 eV

Bonds (Å) are listed after each position.
Positions of all 13 atoms, in Å:
1 H 1.113 0.722 0.239  C10 1.058
2 H 0.945 0.310 2.788  C9 1.072
3 H 0.646 -0.035 -2.922  N4 1.028
4 N 0.372 0.356 -2.012  H3 1.028, C12 1.239
5 H 0.491 -1.263 2.425  C9 1.128
6 H 2.153 -0.612 1.855  C9 1.099
7 H -1.635 0.165 -2.698  C12 1.143
8 H -2.507 0.213 -0.473  N13 1.053
9 C 1.084 -0.403 2.000  H2 1.072, H5 1.128, H6 1.099, C10 1.477
10 C 0.434 0.118 0.780  H1 1.058, C9 1.477, O11 1.276
11 O -0.775 -0.157 0.474  C10 1.276, N13 1.335
12 C -0.858 0.308 -1.872  N4 1.239, H7 1.143, N13 1.423
13 N -1.462 0.278 -0.584  H8 1.053, O11 1.335, C12 1.423

natural (NBO) atomic charge list, values in e, 6 entries: atom 1 (H): 0.2387, atom 2 (H): 0.3011, atom 3 (H): 0.3965, atom 4 (N): -0.6716, atom 5 (H): 0.2727, atom 6 (H): 0.2884

=====

No. 5
ORCA calculation (wB97M-V/def2-TZVPD) on a 2-piece molecular cluster, C3H7N2O overall at a distorted geometry.

Results
Multiplicity ... 2
<S²> ... 0.754
Highest occupied orbital energy (alpha / beta) ... -17.4190 / -16.7242 eV
E_tot ... -8230.3551 eV
Charge ... +2
Frontier orbital gap (alpha / beta) ... 10.42 / 1.75 eV

Bonds (Å) are listed after each position.
Positions of all 13 atoms, in Å:
1 H 3.217 0.146 0.165  N8 1.089
2 O -4.966 2.357 3.740  H5 1.033, H7 0.932
3 C 1.060 -0.022 -0.311  N8 1.440, H10 1.027, C11 1.388
4 H -0.570 -1.173 -1.376  C11 1.012
5 H -5.181 3.240 3.248  O2 1.033
6 H 3.609 -1.381 -1.793  C13 1.032
7 H -5.838 2.084 3.924  O2 0.932
8 N 2.470 -0.118 -0.582  H1 1.089, C3 1.440, C13 1.401
9 N 1.448 -1.567 -1.892  C11 1.471, H12 1.089, C13 1.331
10 H 0.573 0.587 0.358  C3 1.027
11 C 0.374 -0.882 -1.157  C3 1.388, H4 1.012, N9 1.471
12 H 1.159 -2.203 -2.727  N9 1.089
13 C 2.646 -1.067 -1.597  H6 1.032, N8 1.401, N9 1.331

natural (NBO) atomic charge list, values in e, 6 entries: atom 1 (H): 0.4918, atom 2 (O): -0.1641, atom 3 (C): 0.0109, atom 4 (H): 0.2530, atom 5 (H): 0.5380, atom 6 (H): 0.2632

=====

No. 6
ORCA calculation (wB97M-V/def2-TZVPD) on a 2-piece molecular cluster, C3H7N2O2 overall at a distorted geometry.

Results
Highest occupied orbital energy ... -3.1100 eV
E_tot ... -10298.0296 eV
Charge ... -1
Frontier orbital gap ... 7.27 eV

Bonds (Å) are listed after each position.
Positions of all 14 atoms, in Å:
1 H 0.435 2.041 0.213  N13 1.029
2 O -2.791 -2.115 1.615  C11 1.221
3 N -0.828 -0.493 -1.684  C9 1.270, H14 0.995
4 H 2.311 0.364 -1.026  C12 1.010
5 O 0.171 -0.367 0.401  C9 1.278
6 H 1.020 1.322 -1.934  C12 1.087
7 H -1.435 -0.651 1.423  C11 0.999
8 H -1.056 -1.696 2.741  C11 1.158
9 C 0.068 -0.147 -0.853  N3 1.270, O5 1.278, C12 1.692
10 H 1.744 1.189 0.888  N13 1.060
11 C -1.782 -1.476 1.866  O2 1.221, H7 0.999, H8 1.158
12 C 1.424 0.848 -1.043  H4 1.010, H6 1.087, C9 1.692, N13 1.432
13 N 1.414 1.762 0.059  H1 1.029, H10 1.060, C12 1.432
14 H -0.695 -0.581 -2.666  N3 0.995

natural (NBO) atomic charge list, values in e, 6 entries: atom 1 (H): 0.3513, atom 2 (O): -0.5692, atom 3 (N): -0.9174, atom 4 (H): 0.1739, atom 5 (O): -0.8459, atom 6 (H): 0.1596

=====

No. 7
ORCA calculation (wB97M-V/def2-TZVPD) on a 2-piece molecular cluster, C3H7N2O2 overall at a distorted geometry.

Results
Highest occupied orbital energy ... -3.8645 eV
E_tot ... -10300.5384 eV
Charge ... -1
Frontier orbital gap ... 8.19 eV

Bonds (Å) are listed after each position.
Positions of all 14 atoms, in Å:
1 H -0.880 0.285 -1.148  C7 1.123
2 N 0.345 2.026 -1.182  C4 1.264, C7 1.445
3 H -0.815 1.305 -2.711  C7 1.097
4 C 0.158 2.152 0.063  N2 1.264, H10 1.101, H14 1.073
5 N 0.375 -2.710 1.385  C6 1.480, H8 1.028, H9 1.018
6 C -0.243 -1.402 1.069  N5 1.480, O12 1.225, O13 1.260
7 C -0.261 0.901 -1.854  H1 1.123, N2 1.445, H3 1.097, H11 1.124
8 H 1.387 -2.536 1.432  N5 1.028
9 H 0.062 -3.021 2.302  N5 1.018
10 H 0.625 3.035 0.527  C4 1.101
11 H 0.542 0.253 -2.300  C7 1.124
12 O -1.327 -1.354 0.501  C6 1.225
13 O 0.543 -0.448 1.312  C6 1.260
14 H -0.513 1.512 0.604  C4 1.073

natural (NBO) atomic charge list, values in e, 6 entries: atom 1 (H): 0.2322, atom 2 (N): -0.4497, atom 3 (H): 0.1750, atom 4 (C): -0.0443, atom 5 (N): -0.9413, atom 6 (C): 0.8558

=====

No. 8
ORCA calculation (wB97M-V/def2-TZVPD) on an isolated ion of composition C3H7N2O2 and charge +1 at a distorted geometry.

Results
Highest occupied orbital energy ... -13.1056 eV
Structure (SMILES) ... OC1=CN[C@@H](O)[NH2+]1
E_tot ... -10290.9168 eV
Charge ... +1
Frontier orbital gap ... 9.66 eV

Bonds (Å) are listed after each position.
Positions of all 14 atoms, in Å:
1 C 1.049 0.256 0.341  N2 1.491, O8 1.304, N12 1.386, H13 1.052
2 N -0.134 1.110 0.031  C1 1.491, H3 1.038, C4 1.545, H9 1.069
3 H -0.437 1.912 0.616  N2 1.038
4 C -1.239 0.033 -0.056  N2 1.545, O10 1.363, C11 1.330
5 H 2.559 1.329 0.019  O8 0.946
6 H -3.145 0.116 0.614  O10 1.043
7 H 1.549 -1.379 -0.593  N12 0.992
8 O 2.096 0.596 -0.357  C1 1.304, H5 0.946
9 H 0.030 1.576 -0.917  N2 1.069
10 O -2.515 0.507 -0.120  C4 1.363, H6 1.043
11 C -0.609 -1.127 -0.215  C4 1.330, N12 1.383, H14 1.071
12 N 0.765 -1.028 -0.097  C1 1.386, H7 0.992, C11 1.383
13 H 1.298 0.230 1.363  C1 1.052
14 H -1.017 -2.111 -0.327  C11 1.071

natural (NBO) atomic charge list, values in e, 6 entries: atom 1 (C): 0.4000, atom 2 (N): -0.5804, atom 3 (H): 0.4594, atom 4 (C): 0.3357, atom 5 (H): 0.4982, atom 6 (H): 0.5317